{
  "formula": "C39H58LiNOP2",
  "method": "the ωB97M-V functional and the def2-TZVPD basis",
  "total_energy_ha": -2341.0369,
  "charge": -2,
  "relative_energy_kj_mol": 42.21,
  "gap_ev": [4.9, 4.0],
  "homo_energy_ev": [-0.5255, 0.3389],
  "elements": ["Li", "C", "C", "C", "P", "C", "C", "C", "C", "C", "C", "C", "C", "C", "C", "N", "C", "C", "C", "C", "C", "C", "C", "P", "C", "C", "C", "C", "C", "C", "H", "H", "H", "H", "H", "H", "H", "H", "H", "H", "H", "H", "H", "H", "H", "H", "H", "H", "H", "H", "H", "H", "H", "H", "H", "H", "H", "H", "H", "H", "H", "H", "H", "H", "H", "H", "H", "H", "H", "H", "C", "C", "O", "C", "C", "C", "C", "C", "C", "H", "H", "H", "H", "H", "H", "H", "H", "C", "C", "C", "C", "C", "H", "H", "H", "H", "H", "H", "H", "H", "H", "H"],
  "xyz": [[0.081, 0.718, -1.024], [-3.143, -4.863, 0.404], [-3.091, -3.426, 0.935], [-3.415, -3.395, 2.430], [-1.508, -2.567, 0.297], [-2.210, -0.852, 0.086], [-2.923, -0.246, 1.290], [-3.082, -0.803, -1.169], [-0.460, -2.451, 1.791], [-0.255, -3.637, 2.494], [0.460, -3.723, 3.680], [0.676, -5.040, 4.386], [0.982, -2.529, 4.182], [0.897, -1.359, 3.462], [0.296, -1.293, 2.162], [0.506, -0.285, 1.308], [1.149, 0.867, 1.677], [0.694, 1.707, 2.708], [1.354, 2.876, 3.032], [2.482, 3.287, 2.328], [3.218, 4.556, 2.689], [2.941, 2.477, 1.298], [2.325, 1.271, 0.970], [2.941, -0.036, -0.151], [3.600, 0.834, -1.687], [3.877, -0.285, -2.696], [4.803, 1.770, -1.606], [4.561, -0.584, 0.686], [5.335, 0.422, 1.532], [4.218, -1.812, 1.538], [-4.099, -5.342, 0.651], [-2.343, -5.467, 0.840], [-3.018, -4.876, -0.679], [-3.880, -2.869, 0.422], [-2.800, -4.098, 2.989], [-4.464, -3.675, 2.583], [-3.252, -2.407, 2.858], [-1.335, -0.240, -0.111], [-3.894, -0.719, 1.466], [-3.095, 0.816, 1.092], [-2.315, -0.337, 2.194], [-3.980, -1.423, -1.069], [-2.513, -1.144, -2.037], [-3.401, 0.224, -1.359], [-0.686, -4.550, 2.090], [0.101, -5.832, 3.902], [0.368, -4.991, 5.435], [1.730, -5.335, 4.367], [1.485, -2.528, 5.146], [1.357, -0.462, 3.859], [-0.203, 1.424, 3.246], [0.976, 3.495, 3.841], [2.887, 4.939, 3.656], [3.055, 5.342, 1.945], [4.294, 4.373, 2.749], [3.826, 2.797, 0.761], [2.725, 1.386, -2.050], [4.726, -0.899, -2.378], [4.106, 0.126, -3.684], [3.001, -0.927, -2.783], [5.699, 1.227, -1.293], [4.638, 2.599, -0.917], [5.003, 2.200, -2.594], [5.205, -0.910, -0.139], [4.723, 0.774, 2.362], [5.658, 1.289, 0.954], [6.229, -0.058, 1.949], [3.575, -1.525, 2.372], [5.123, -2.281, 1.943], [3.671, -2.552, 0.952], [-1.946, 3.434, 1.122], [-2.172, 2.629, -0.145], [-1.191, 1.955, -0.607], [-3.441, 2.667, -0.769], [-4.597, 3.250, -0.160], [-5.823, 3.238, -0.785], [-5.992, 2.661, -2.049], [-4.872, 2.075, -2.663], [-3.645, 2.063, -2.050], [-0.881, 3.638, 1.198], [-2.242, 2.871, 2.015], [-2.494, 4.380, 1.114], [-4.508, 3.690, 0.827], [-6.679, 3.676, -0.278], [-6.959, 2.672, -2.539], [-4.986, 1.620, -3.643], [-2.791, 1.596, -2.525], [0.572, -1.211, -4.695], [-0.042, 0.183, -4.538], [-1.441, 0.158, -5.188], [0.816, 1.208, -5.310], [-0.133, 0.603, -3.085], [0.564, -1.540, -5.743], [0.006, -1.927, -4.096], [1.603, -1.213, -4.337], [-1.382, -0.127, -6.248], [-1.911, 1.143, -5.120], [-2.085, -0.557, -4.672], [0.827, 1.009, -6.391], [1.845, 1.190, -4.940], [0.415, 2.210, -5.146], [-0.626, 1.594, -3.116]],
  "nbo_charge": [0.851, -0.605, -0.491, -0.617, 0.811, -0.501, -0.625, -0.614, -0.455, -0.130, -0.172, -0.606, -0.196, -0.340, 0.295, -0.700, 0.157, -0.206, -0.207, -0.127, -0.613, -0.136, -0.371, 0.842, -0.521, -0.614, -0.606, -0.488, -0.618, -0.616, 0.179, 0.191, 0.212, 0.214, 0.202, 0.182, 0.226, 0.246, 0.183, 0.229, 0.207, 0.168, 0.222, 0.240, 0.174, 0.198, 0.190, 0.191, 0.180, 0.203, 0.205, 0.188, 0.199, 0.202, 0.199, 0.178, 0.248, 0.181, 0.195, 0.241, 0.188, 0.200, 0.193, 0.199, 0.216, 0.201, 0.186, 0.221, 0.179, 0.223, -0.691, 0.388, -0.817, -0.119, -0.264, -0.239, -0.329, -0.229, -0.259, 0.226, 0.202, 0.192, 0.188, 0.180, 0.180, 0.190, 0.247, -0.602, -0.159, -0.612, -0.609, -0.747, 0.165, 0.213, 0.197, 0.169, 0.201, 0.206, 0.169, 0.197, 0.202, 0.100]
}